The following is a DFT calculation (the ωB97M-V functional and the def2-TZVPD basis) of a cluster of 6 separate species, C37H66FN10O8P2S in total at a distorted geometry.

Each line ends with the Löwdin charge.
Positions of all 125 atoms, in Å:
C 2.23 -1.57 1.32  -0.123
O 3.16 -0.49 1.01  -0.229
C 2.59 0.35 -0.05  -0.202
C 1.13 0.93 0.33  -0.191
C 0.88 2.47 -0.10  -0.230
C 1.21 2.82 -1.63  -0.224
C 0.96 1.62 -2.67  -0.206
C -0.51 0.99 -2.64  -0.221
C -0.47 -0.49 -3.27  -0.196
C -1.90 -1.27 -3.21  -0.181
C -2.25 -1.42 -1.65  -0.180
C -3.63 -2.25 -1.38  -0.143
N -4.08 -1.90 -0.01  -0.082
C -4.64 -0.76 0.42  -0.211
N -5.01 -0.47 1.80  0.198
C -5.52 0.88 1.69  -0.113
C -5.95 1.49 3.10  0.014
C -7.07 2.62 3.05  -0.416
O -6.80 3.72 3.65  0.042
O -8.34 2.52 2.44  0.009
N -5.49 1.42 0.35  -0.148
P -6.01 3.05 -0.14  0.444
S -7.86 3.20 -0.68  0.294
N -4.96 0.37 -0.40  0.056
C -4.87 0.68 -1.84  -0.334
O -3.98 1.49 -2.24  0.105
N -5.76 0.07 -2.86  0.172
C -6.95 0.89 -3.14  -0.363
O -8.05 0.52 -2.65  0.070
F -6.98 2.06 -3.92  0.080
P -3.78 -3.12 1.28  0.677
O -5.11 -3.48 1.98  -0.279
O -3.13 -4.57 0.69  -0.132
O -2.62 -2.49 2.39  -0.141
H 2.86 -2.43 1.79  0.090
H 1.49 -1.20 2.12  0.088
H 1.69 -1.99 0.40  0.086
H 3.32 1.15 -0.43  0.137
H 2.42 -0.37 -0.94  0.106
H 0.29 0.22 -0.02  0.090
H 1.07 0.91 1.49  0.115
H -0.20 2.79 0.14  0.099
H 1.55 3.11 0.59  0.113
H 2.31 3.15 -1.68  0.114
H 0.59 3.76 -1.89  0.067
H 1.10 2.08 -3.73  0.120
H 1.76 0.78 -2.62  0.100
H -1.20 1.65 -3.29  0.120
H -0.91 1.05 -1.58  0.076
H 0.31 -1.09 -2.67  0.112
H -0.06 -0.40 -4.34  0.127
H -2.71 -0.76 -3.84  0.117
H -1.69 -2.32 -3.65  0.124
H -1.37 -1.86 -1.06  0.120
H -2.46 -0.37 -1.21  0.091
H -3.38 -3.35 -1.56  0.136
H -4.39 -1.96 -2.21  0.124
H -6.23 0.59 3.78  0.163
H -5.01 1.95 3.58  0.161
H -8.51 3.44 2.10  0.105
H -5.79 3.98 0.95  0.028
H -5.21 3.56 -1.24  0.016
H -6.13 -0.79 -2.40  0.139
H -2.20 -4.46 0.35  0.101
H -1.77 -2.50 1.88  0.078
C 7.56 -3.42 2.32  -0.121
C 6.47 -2.64 3.05  -0.291
C 5.46 -3.55 3.76  -0.189
C 4.77 -4.43 2.75  -0.220
N 4.23 -5.12 1.95  0.116
H 7.14 -4.04 1.52  0.060
H 8.27 -2.73 1.86  0.058
H 8.11 -4.07 3.01  0.072
H 5.95 -2.00 2.34  0.107
H 6.94 -1.99 3.79  0.055
H 4.71 -2.95 4.28  0.112
H 5.96 -4.18 4.50  0.110
C 10.33 0.49 4.54  -0.109
C 10.31 0.35 6.06  -0.271
C 10.34 -1.11 6.52  -0.178
C 9.14 -1.84 6.00  -0.160
N 8.19 -2.42 5.58  0.162
H 9.45 0.04 4.08  0.066
H 10.33 1.55 4.26  0.074
H 11.22 0.02 4.11  0.080
H 9.41 0.84 6.45  0.112
H 11.17 0.87 6.48  0.110
H 10.34 -1.16 7.61  0.116
H 11.25 -1.61 6.16  0.119
C -2.48 6.64 -2.37  -0.120
C -1.46 7.77 -2.26  -0.266
C -0.02 7.29 -2.46  -0.171
C 0.33 6.28 -1.40  -0.167
N 0.61 5.49 -0.57  0.162
H -2.33 5.89 -1.58  0.061
H -3.49 7.03 -2.25  0.072
H -2.41 6.14 -3.34  0.077
H -1.56 8.25 -1.29  0.115
H -1.69 8.53 -3.02  0.113
H 0.67 8.14 -2.39  0.119
H 0.10 6.83 -3.44  0.120
C 8.93 -6.73 0.08  -0.112
C 10.34 -6.75 -0.50  -0.272
C 11.28 -5.76 0.18  -0.186
C 10.75 -4.36 0.02  -0.202
N 10.34 -3.26 -0.11  0.132
H 8.45 -5.76 -0.06  0.061
H 8.30 -7.48 -0.42  0.074
H 8.94 -6.96 1.15  0.078
H 10.28 -6.53 -1.57  0.112
H 10.75 -7.76 -0.40  0.109
H 12.28 -5.82 -0.26  0.114
H 11.37 -5.99 1.25  0.116
C -13.52 0.69 -3.68  -0.111
C -12.11 0.65 -4.26  -0.270
C -11.16 1.65 -3.58  -0.197
C -11.67 3.05 -3.76  -0.207
N -12.08 4.15 -3.91  0.130
H -13.99 1.67 -3.83  0.072
H -14.15 -0.05 -4.17  0.074
H -13.51 0.47 -2.61  0.078
H -12.16 0.86 -5.33  0.114
H -11.71 -0.36 -4.14  0.107
H -10.16 1.57 -4.02  0.093
H -11.08 1.43 -2.51  0.114

Output
- Total charge: +1
- Lowest unoccupied orbital energy: -0.17217 Ha

The following is a DFT calculation (the ωB97M-V functional and the def2-TZVPD basis) of a cluster of 7 separate species, C37H66INO8 in total at a distorted geometry.

Each line ends with the Löwdin charge.
Positions of all 113 atoms, in Å:
C -1.93 -3.27 0.43  -0.121
C -0.69 -2.43 1.18  -0.172
C -1.18 -0.92 1.58  -0.042
C -0.34 0.33 1.44  -0.101
C 1.22 0.25 0.86  -0.651
I 1.45 1.18 -1.13  0.730
C 2.30 1.02 1.88  -0.296
C 3.87 0.86 1.35  -0.181
C -1.04 1.79 1.85  -0.161
O -0.38 2.78 2.46  -0.040
C -2.66 1.90 1.47  0.080
C -3.51 0.65 1.65  -0.054
C -5.09 0.78 1.24  -0.203
N -5.95 -0.41 1.58  -0.148
C -6.84 -0.81 0.39  -0.156
C -2.72 -0.68 2.19  -0.157
O -3.16 -1.56 3.09  -0.029
H -2.07 -2.92 -0.69  0.090
H -2.92 -3.25 1.06  0.069
H -1.53 -4.39 0.36  0.083
H 0.21 -2.48 0.44  0.110
H -0.48 -3.00 2.19  0.125
H 1.62 -0.85 0.78  0.084
H 2.11 2.18 1.95  0.100
H 2.18 0.47 2.93  0.127
H 4.10 1.82 0.68  0.068
H 4.04 -0.12 0.72  0.066
H 4.63 0.93 2.26  0.092
H -3.12 2.91 1.06  0.129
H -5.55 1.71 1.83  0.138
H -5.17 1.04 0.10  0.121
H -5.41 -1.28 1.77  0.078
H -7.88 -1.21 0.80  0.088
H -7.08 0.08 -0.33  0.078
H -6.31 -1.65 -0.28  0.090
C 8.10 -2.20 0.14  -0.180
C 8.38 -0.73 0.27  -0.180
C 6.99 -0.14 0.17  -0.211
O 6.08 -1.10 0.72  -0.179
C 6.79 -2.34 0.88  -0.197
H 8.89 -2.84 0.55  0.102
H 7.96 -2.47 -0.92  0.120
H 8.81 -0.52 1.25  0.119
H 9.06 -0.34 -0.50  0.115
H 6.70 0.04 -0.87  0.122
H 6.89 0.81 0.72  0.113
H 6.95 -2.49 1.95  0.119
H 6.17 -3.17 0.50  0.118
C -4.19 -8.11 -0.25  -0.175
C -5.22 -7.16 0.32  -0.176
C -4.34 -6.11 0.97  -0.201
O -3.13 -6.05 0.21  -0.175
C -3.09 -7.17 -0.68  -0.195
H -4.57 -8.73 -1.07  0.117
H -3.83 -8.78 0.54  0.117
H -5.80 -6.71 -0.49  0.102
H -5.91 -7.63 1.02  0.117
H -4.08 -6.39 2.00  0.121
H -4.82 -5.12 0.99  0.112
H -3.27 -6.80 -1.70  0.114
H -2.10 -7.64 -0.65  0.119
C -1.64 7.05 2.25  -0.176
C -2.96 7.55 1.72  -0.178
C -3.18 6.67 0.51  -0.200
O -2.54 5.41 0.79  -0.157
C -1.72 5.57 1.96  -0.218
H -1.47 7.27 3.30  0.117
H -0.82 7.50 1.67  0.116
H -3.75 7.36 2.47  0.119
H -2.97 8.61 1.48  0.101
H -2.70 7.10 -0.38  0.112
H -4.23 6.50 0.29  0.119
H -2.22 5.03 2.78  0.117
H -0.74 5.12 1.79  0.106
C -1.80 11.67 -1.76  -0.182
C -2.90 12.60 -1.33  -0.184
C -3.99 11.63 -0.94  -0.204
O -3.35 10.44 -0.46  -0.153
C -1.95 10.52 -0.79  -0.213
H -0.80 12.12 -1.73  0.116
H -1.98 11.32 -2.78  0.118
H -2.58 13.17 -0.46  0.117
H -3.21 13.30 -2.11  0.116
H -4.61 11.35 -1.80  0.118
H -4.65 12.03 -0.16  0.119
H -1.40 10.70 0.14  0.119
H -1.62 9.56 -1.21  0.115
C -6.76 -4.78 -4.63  -0.182
C -7.83 -5.12 -3.62  -0.181
C -7.48 -6.55 -3.27  -0.208
O -6.06 -6.68 -3.40  -0.153
C -5.56 -5.51 -4.08  -0.208
H -6.59 -3.70 -4.73  0.116
H -7.03 -5.18 -5.61  0.118
H -7.73 -4.48 -2.74  0.115
H -8.84 -5.02 -4.01  0.116
H -7.94 -7.26 -3.96  0.118
H -7.77 -6.81 -2.25  0.113
H -5.02 -4.90 -3.34  0.116
H -4.85 -5.81 -4.86  0.119
C 13.43 -4.46 -0.39  -0.183
C 13.71 -2.99 -0.26  -0.183
C 12.32 -2.39 -0.36  -0.207
O 11.42 -3.36 0.19  -0.154
C 12.12 -4.60 0.35  -0.204
H 14.22 -5.10 0.02  0.116
H 13.30 -4.73 -1.44  0.118
H 14.14 -2.77 0.72  0.118
H 14.39 -2.60 -1.02  0.116
H 12.04 -2.22 -1.40  0.118
H 12.23 -1.45 0.19  0.118
H 12.29 -4.75 1.43  0.118
H 11.51 -5.43 -0.02  0.119

Output
- Total charge: 0
- Lowest unoccupied orbital energy: -0.04033 Ha
- SMILES string: CCC1=C([C@@H](I)CC)C(=O)C=C(CNC)C1=O.C1CCOC1.C1CCOC1.C1CCOC1.C1CCOC1.C1CCOC1.C1CCOC1

Asked for E_HOMO across the records above, the calculation gives -0.420 -0.321 hartree in order.